28
Properties=species:S:1:pos:R:3 method="wB97M-V/def2-TZVPD" total_energy_ha=-1233.49683 charge=0 relative_energy_kj_mol=0.00 e_lumo_ev=0.852 homo_energy_ev=-8.316
Si 1.482 0.101 0.374
Si -1.210 1.560 0.218
Si -0.924 -1.328 -0.306
N -1.220 0.250 -0.910
N 0.586 -1.305 0.605
N 0.321 1.391 1.053
C 1.892 -0.593 -2.351
C -2.468 0.251 -1.731
C 0.917 -2.381 1.508
C 0.632 2.108 2.222
C 1.621 0.377 -1.514
H -0.309 2.369 2.788
H 2.015 -2.571 1.611
H -1.284 2.751 -0.611
H -3.217 0.967 -1.292
H 1.216 1.296 -1.849
H -1.852 -1.627 0.675
H 1.809 -0.405 -3.480
H 1.169 3.019 2.001
H 0.533 -3.318 1.136
H 2.106 -1.574 -2.180
H -2.430 1.564 1.140
H 1.371 1.693 2.941
H -2.853 -0.770 -1.552
H -2.143 0.377 -2.785
H -0.940 -2.193 -1.509
H 2.650 0.103 1.353
H 0.529 -2.112 2.446

***

27
Properties=species:S:1:pos:R:3 method="wB97M-V/def2-TZVPD" total_energy_ha=-473.85640 charge=+2 relative_energy_kj_mol=36.10 e_lumo_ev=-6.365 homo_energy_ev=-16.722
N -1.238 0.996 1.059
N 2.492 1.905 -1.075
N 0.200 -1.280 2.386
N -0.771 -1.919 0.384
N -2.441 -2.180 -1.614
C -0.073 0.355 0.652
C 1.235 1.028 0.933
C 1.251 1.757 -0.410
C 0.343 0.563 -0.908
C -0.296 -1.061 1.183
H -3.110 -1.550 -1.456
H -0.560 0.705 -1.585
H 2.852 1.061 -1.605
H -1.459 -1.832 -0.544
H -2.124 -2.111 -2.624
H 1.274 1.610 1.903
H -0.097 -2.171 2.801
H -2.132 0.627 0.493
H -2.981 -3.021 -1.718
H 2.469 2.618 -1.746
H -1.277 2.007 0.985
H -1.049 -2.880 0.732
H 0.536 -0.466 2.959
H 3.238 2.276 -0.413
H 0.659 2.687 -0.349
H 0.899 -0.071 -1.482
H 2.159 0.346 1.058

***

25
Properties=species:S:1:pos:R:3 method="wB97M-V/def2-TZVPD" total_energy_ha=-405.92073 charge=0 relative_energy_kj_mol=57.00 e_lumo_ev=0.839 homo_energy_ev=-9.695 smiles=CCCCCN.O.O
O -2.712 0.761 0.426
O -0.662 2.718 1.519
N -0.499 1.407 -1.220
C 1.380 -0.333 0.474
C 1.456 -0.107 -1.073
C 0.219 -1.142 0.994
C 0.398 -2.655 0.763
C 0.145 0.207 -1.785
H 2.333 -0.756 0.800
H 2.141 0.741 -1.147
H 0.589 -2.797 -0.305
H -0.791 1.763 1.375
H 0.310 0.286 -2.864
H -3.043 1.661 0.405
H -0.981 1.930 -1.943
H -1.133 2.820 2.360
H 1.832 -1.021 -1.524
H 1.334 0.681 0.876
H 1.347 -2.986 1.201
H 0.280 2.037 -1.013
H -2.295 0.545 -0.408
H -0.490 -0.661 -1.594
H -0.722 -0.842 0.541
H 0.017 -1.007 2.067
H -0.454 -3.250 1.077

***

25
Properties=species:S:1:pos:R:3 method="wB97M-V/def2-TZVPD" s2=0.756 total_energy_ha=-405.50228 charge=+1 relative_energy_kj_mol=321.97 spin_multiplicity=2 e_lumo_ev="-3.607 / -9.427" homo_energy_ev="-13.530 / -13.530"
O -5.007 2.314 -2.916
O -1.290 2.716 1.410
N 0.830 0.689 0.734
C -0.700 -1.321 0.938
C 1.509 -1.387 -1.295
C 3.174 -1.408 0.437
C 0.781 -0.856 0.988
C 1.700 -1.681 0.191
H 1.501 -2.787 0.563
H -4.577 2.035 -2.126
H 3.260 -0.240 0.461
H -4.723 1.946 -3.661
H -1.115 -0.690 0.162
H 3.480 -1.871 1.409
H 0.353 -1.509 -1.603
H 0.798 0.656 -0.237
H 1.811 -0.350 -1.598
H -1.178 -1.301 1.930
H 3.653 -1.968 -0.454
H 1.653 1.212 1.027
H 1.962 -2.202 -2.028
H -0.911 -2.269 0.504
H -0.503 3.117 1.060
H -0.885 1.979 1.878
H 1.204 -0.908 2.071

***

27
Properties=species:S:1:pos:R:3 method="wB97M-V/def2-TZVPD" total_energy_ha=-1202.28519 charge=0 relative_energy_kj_mol=41.36 e_lumo_ev=0.547 homo_energy_ev=-7.638 smiles=CCSSC[C@@H](C)N.O.O
S -1.798 -0.769 -0.998
S -1.903 -1.522 0.914
O -0.819 2.529 2.686
O 2.570 -0.525 0.542
N 0.602 1.691 -0.114
C -0.138 -0.202 -1.515
C 0.147 1.270 -1.447
C 0.092 -3.342 0.485
C -0.306 -2.229 1.426
C -0.904 2.152 -2.096
H -1.739 2.234 -1.390
H -0.658 -4.120 0.358
H 0.390 2.666 0.017
H 0.137 1.150 0.612
H -1.220 1.873 3.289
H -0.314 -2.535 2.476
H -1.322 3.354 2.814
H -0.723 3.073 -2.644
H 0.500 -1.466 1.440
H -0.063 -0.509 -2.574
H 0.915 -3.888 0.987
H 0.555 -2.988 -0.437
H 0.703 -0.792 -1.128
H 1.040 1.385 -2.110
H -1.394 1.562 -2.896
H 3.458 -0.417 0.922
H 2.192 0.364 0.381

***

26
Properties=species:S:1:pos:R:3 method="wB97M-V/def2-TZVPD" total_energy_ha=-909.66418 charge=0 relative_energy_kj_mol=189.38 e_lumo_ev=0.584 homo_energy_ev=-8.458
Si -2.244 0.018 -0.427
Si 2.967 0.637 0.421
O -3.141 0.022 -1.812
N -3.205 -0.990 0.655
C 3.398 2.445 -0.098
C 2.226 0.375 2.168
C 4.533 -0.501 0.031
C -3.731 -0.816 -2.741
C -4.592 -1.021 0.880
H 2.797 0.941 2.898
H 4.397 2.698 0.272
H 4.318 -1.566 -0.183
H 2.697 3.190 0.175
H -4.807 -0.728 -2.853
H 1.205 0.625 2.134
H -3.411 -0.511 -3.776
H 1.868 0.175 -0.486
H -4.911 -0.639 1.842
H -3.363 -1.727 -2.465
H -5.182 -0.435 0.184
H 5.437 -0.597 0.640
H 3.352 2.521 -1.222
H -2.626 -1.357 1.400
H 4.846 -0.083 -0.859
H 2.189 -0.622 2.530
H -5.018 -2.052 0.691

***

37
Properties=species:S:1:pos:R:3 method="wB97M-V/def2-TZVPD" total_energy_ha=-1080.99416 charge=+3 relative_energy_kj_mol=4.10 e_lumo_ev=-9.485 homo_energy_ev=-18.184
Pd -0.721 -0.576 -0.499
O 0.237 0.277 -3.335
O -1.465 -0.124 -4.582
N -1.553 -0.555 -2.365
N 1.348 -0.252 -0.947
N -2.657 -0.951 -0.029
N -0.152 -0.798 1.390
N -0.193 -1.194 6.025
N -3.455 -0.994 -1.191
N -3.664 -0.848 -3.463
N -0.891 -0.121 -3.525
N 4.135 2.255 -1.627
N -0.197 -1.277 3.765
N -0.513 0.774 4.879
C -0.304 -0.541 4.883
C 3.481 0.908 -1.435
C -2.890 -0.787 -2.406
C -0.230 -0.939 2.554
C 2.014 1.063 -1.024
H 1.482 1.671 -1.755
H -4.660 -0.990 -3.379
H -0.033 -2.189 6.006
H -0.592 1.300 5.735
H 1.767 -0.811 -0.204
H -0.266 -0.739 6.921
H 3.572 0.387 -2.388
H 4.069 0.375 -0.689
H 3.652 2.817 -2.334
H 1.926 1.545 -0.049
H 5.104 2.146 -1.942
H -3.058 -0.289 0.634
H -3.266 -0.709 -4.382
H -4.419 -1.279 -1.091
H 1.477 -0.764 -1.818
H 4.161 2.802 -0.762
H -0.603 1.281 4.017
H -2.643 -1.875 0.409

***

27
Properties=species:S:1:pos:R:3 method="wB97M-V/def2-TZVPD" total_energy_ha=-461.17465 charge=0 relative_energy_kj_mol=295.53 e_lumo_ev=0.653 homo_energy_ev=-8.004 smiles=C[C@H](N)CN(C)C.O.O
O 3.516 1.272 0.303
O -1.705 -2.646 0.778
N 0.689 -0.585 -0.634
N -1.344 1.278 2.035
C 1.733 -1.646 -0.428
C -0.920 2.109 -0.345
C -1.204 0.901 0.558
C -0.246 -0.724 -1.715
C 0.067 -0.173 0.657
H -1.229 -0.480 -1.341
H 1.352 -2.377 -1.201
H 0.058 -0.277 -2.578
H -0.505 1.873 -1.413
H -2.116 0.346 0.128
H -0.750 2.138 2.251
H 2.614 1.019 0.182
H 3.711 1.974 -0.332
H -0.033 2.724 -0.086
H -2.437 -3.314 0.790
H 2.744 -1.374 -0.535
H -2.041 -2.036 0.150
H 0.962 0.209 1.222
H 1.600 -1.861 0.714
H -0.192 -1.795 -2.143
H -1.810 2.765 -0.623
H -0.333 -0.901 1.319
H -2.181 1.580 2.289

***

27
Properties=species:S:1:pos:R:3 method="wB97M-V/def2-TZVPD" total_energy_ha=-461.24874 charge=0 relative_energy_kj_mol=101.02 e_lumo_ev=0.686 homo_energy_ev=-8.034 smiles=CCN(C)CCN.O.O
O -0.797 -1.885 2.340
O 0.842 -3.038 0.505
N -1.429 -0.562 -2.911
N -0.093 0.502 0.434
C -0.659 1.811 0.791
C -1.185 0.429 -1.842
C -0.911 -0.263 -0.522
C 2.201 1.639 0.266
C 1.371 0.369 0.314
H -1.869 -0.443 -0.001
H -0.726 2.537 -0.020
H 1.628 -0.358 -0.470
H -1.585 -1.479 -2.529
H 2.332 2.017 1.276
H -1.576 1.625 1.355
H 1.657 -0.227 1.198
H 0.046 2.293 1.471
H -2.004 1.158 -1.738
H 0.725 -3.972 0.691
H -0.711 -1.774 3.276
H -0.909 -1.035 1.877
H 1.681 2.474 -0.251
H 3.169 1.466 -0.213
H -0.887 -0.553 -3.754
H -0.289 1.037 -2.102
H -0.338 -1.196 -0.630
H 0.313 -2.572 1.190

***

28
Properties=species:S:1:pos:R:3 method="wB97M-V/def2-TZVPD" total_energy_ha=-859.44820 charge=0 relative_energy_kj_mol=59.74 e_lumo_ev=0.154 homo_energy_ev=-8.621 smiles=C[C@H](CCS)NCN.O.O
S -0.300 3.426 -1.856
O -1.183 1.262 2.405
O -2.455 -1.230 -1.698
N -0.472 -1.903 2.261
N -0.134 -0.645 0.181
C 2.366 -0.400 0.053
C -0.490 1.679 -1.422
C -0.082 -1.923 0.872
C 1.020 -0.380 -0.697
C 0.820 0.877 -1.603
H -1.238 1.223 -2.066
H -0.778 -2.599 0.395
H -0.390 3.890 -0.604
H -1.873 -1.440 -2.432
H -0.815 1.556 -0.392
H -1.463 -1.967 2.409
H -0.368 0.162 0.742
H 0.847 0.581 -2.652
H 2.906 -1.318 -0.166
H -2.028 1.547 2.763
H 1.648 1.537 -1.431
H -0.198 -1.034 2.682
H -0.516 1.779 2.863
H 0.869 -2.443 0.772
H 2.220 -0.327 1.128
H -1.855 -1.160 -0.935
H 0.973 -1.220 -1.393
H 2.971 0.472 -0.181

***

29
Properties=species:S:1:pos:R:3 method="wB97M-V/def2-TZVPD" total_energy_ha=-611.76616 charge=0 relative_energy_kj_mol=139.07 e_lumo_ev=0.593 homo_energy_ev=-9.488 smiles="CC(C)NC(=O)CN.O.O.O"
O -2.608 0.993 1.094
O 1.058 -1.030 1.120
O -1.093 -1.319 2.605
O -1.519 2.931 -0.521
N 0.512 -0.011 -0.746
N 2.069 1.391 2.061
C -0.798 -1.784 -1.609
C 0.628 -1.316 -1.497
C 1.415 -1.054 -2.719
C 0.765 0.049 0.560
C 0.826 1.410 1.248
H -0.066 1.641 1.753
H -3.298 0.699 1.669
H 1.275 -1.968 -0.883
H 2.525 -0.944 -2.586
H -1.752 3.517 0.204
H 1.355 -1.927 -3.367
H -1.899 2.129 -0.096
H 2.814 1.182 1.402
H -0.797 -1.590 3.476
H 1.058 -0.173 -3.281
H 2.170 0.663 2.704
H -2.012 0.278 0.910
H 0.147 0.732 -1.349
H -1.082 -2.181 -0.530
H -0.906 -2.602 -2.281
H 1.012 2.145 0.425
H -0.316 -0.813 2.309
H -1.483 -1.045 -2.074

***

29
Properties=species:S:1:pos:R:3 method="wB97M-V/def2-TZVPD" total_energy_ha=-611.71139 charge=0 relative_energy_kj_mol=282.86 e_lumo_ev=0.550 homo_energy_ev=-9.557 smiles="C[C@@H](N)CNCC=O.O.O.O"
O 3.125 1.403 0.262
O 0.332 1.030 3.417
O 1.825 0.605 -2.609
O -2.775 1.696 0.897
N 0.935 -0.803 0.562
N -0.366 -1.760 -1.793
C 0.850 -0.850 2.065
C -1.117 -1.029 -0.752
C -0.234 -0.043 -0.022
C -2.425 -0.326 -1.232
C 1.007 0.607 2.517
H 2.705 0.570 0.165
H 1.378 0.274 -1.816
H 2.755 0.410 -2.452
H -2.735 2.417 1.553
H -2.193 0.354 -2.048
H 3.171 1.930 -0.534
H 0.876 -1.772 0.275
H -0.609 0.619 0.755
H -2.658 1.006 1.571
H -2.828 0.277 -0.400
H 1.700 1.170 1.855
H 1.803 -1.318 2.312
H -0.124 -1.103 2.475
H 0.612 -1.540 -1.842
H -3.080 -1.083 -1.632
H 0.212 0.683 -0.712
H -0.704 -1.579 -2.731
H -1.440 -1.846 -0.108